No. 1
DFT (ωB97M-V/def2-TZVPD) results for a 8-piece molecular cluster, C22H63N3O13 overall.

Computed properties:
Relative energy (zero: lowest compared OMol25 entry of this formula, charge and spin) ... 133.1 kcal/mol
SMILES string ... COC[C@H](C)N.COC[C@H](C)N.COC[C@H](C)N.OCCO.OCCO.OCCO.OCCO.OCCO

```
! RIJCOSX wB97M-V def2-TZVPD def2/J DEFGRID3
* xyz 0 1
C -2.392 -10.654 -6.860
O -1.908 -9.867 -5.851
C -1.448 -8.600 -6.259
C -0.725 -7.906 -5.060
C -1.364 -7.894 -3.679
N -0.460 -6.545 -5.382
H -2.573 -11.685 -6.556
H -1.704 -10.863 -7.680
H -3.289 -10.360 -7.405
H -0.661 -8.680 -7.008
H -2.147 -7.844 -6.618
H 0.241 -8.382 -4.888
H -1.815 -8.856 -3.437
H -2.233 -7.254 -3.523
H -0.660 -7.716 -2.866
H -1.311 -6.061 -5.132
H 0.106 -6.255 -4.597
C 10.441 3.566 0.509
O 11.593 3.499 -0.395
C 12.544 4.570 -0.367
C 13.702 4.468 -1.436
C 14.368 3.099 -1.462
N 14.775 5.452 -1.215
H 10.784 3.784 1.520
H 9.710 2.759 0.461
H 9.827 4.443 0.307
H 12.023 5.515 -0.523
H 12.938 4.699 0.641
H 13.260 4.596 -2.425
H 15.328 3.271 -1.949
H 13.738 2.318 -1.888
H 14.516 2.803 -0.424
H 15.565 5.674 -1.804
H 15.294 5.316 -0.359
C -8.466 -5.069 1.867
O -9.689 -5.481 1.180
C -10.488 -6.360 2.014
C -11.899 -6.294 1.288
C -12.514 -4.815 1.348
N -12.815 -7.346 1.794
H -8.689 -4.642 2.845
H -8.086 -4.250 1.257
H -7.691 -5.836 1.896
H -10.108 -7.381 1.988
H -10.579 -5.988 3.035
H -11.641 -6.446 0.240
H -13.087 -4.471 0.487
H -11.712 -4.151 1.670
H -13.262 -4.749 2.138
H -13.589 -7.422 1.149
H -12.430 -8.278 1.747
O -8.191 2.699 3.140
C -9.426 2.958 2.550
C -9.458 4.356 1.945
O -9.341 5.256 3.165
H -8.119 2.965 4.059
H -9.678 2.179 1.830
H -10.197 2.854 3.312
H -10.404 4.531 1.434
H -8.711 4.459 1.157
H -8.583 5.826 3.012
O 2.394 5.427 6.148
C 3.573 4.653 6.232
C 4.486 5.398 7.175
O 4.834 6.718 6.693
H 2.698 6.187 5.645
H 3.248 3.685 6.615
H 4.049 4.436 5.276
H 5.451 4.901 7.272
H 4.159 5.437 8.214
H 5.538 7.144 7.187
O 6.237 -1.152 -3.290
C 7.502 -1.760 -3.504
C 7.481 -3.331 -3.307
O 6.529 -3.830 -4.296
H 6.323 -0.198 -3.354
H 7.917 -1.552 -4.490
H 8.135 -1.287 -2.753
H 6.907 -3.609 -2.423
H 8.383 -3.928 -3.176
H 5.997 -3.044 -4.439
O -0.539 9.422 0.161
C -1.756 9.242 0.786
C -2.566 10.415 0.248
O -3.894 10.454 0.844
H 0.041 9.695 0.875
H -2.284 8.322 0.534
H -1.689 9.138 1.869
H -2.708 10.171 -0.804
H -2.041 11.350 0.445
H -4.504 10.844 0.213
O -0.235 -0.922 0.724
C 0.171 0.472 0.888
C -0.860 1.215 1.853
O -2.142 1.133 1.343
H -1.187 -0.866 0.607
H 1.163 0.408 1.337
H 0.327 0.922 -0.093
H -0.736 2.298 1.863
H -0.877 1.011 2.924
H -2.733 1.466 2.023
*
```

Atom charges from the Löwdin analysis, given in e for atoms 1 to 2: -0.162, -0.153

No. 2
DFT (ωB97M-V/def2-TZVPD) results for a 16-piece molecular cluster, C22H64N16O30Si overall.

```
! RIJCOSX wB97M-V def2-TZVPD def2/J DEFGRID3
* xyz 0 1
C -2.465 -1.896 3.240
C -0.957 -2.289 2.722
C 0.082 -0.983 2.699
C 1.112 -1.229 1.425
C 1.784 -2.748 1.615
Si 2.590 0.003 1.386
N 3.097 0.544 -0.251
C 2.835 -0.484 -1.328
C 1.789 0.180 -2.403
H -3.225 -1.959 2.346
H -2.406 -0.798 3.676
H -2.804 -2.679 4.046
H -1.061 -2.617 1.595
H -0.481 -3.210 3.312
H 0.632 -0.911 3.730
H -0.596 -0.036 2.573
H 0.452 -1.254 0.458
H 2.236 -2.883 2.697
H 1.058 -3.613 1.307
H 2.713 -2.814 0.874
H 3.721 -0.523 2.142
H 2.138 1.211 2.124
H 2.757 1.498 -0.500
H 3.866 -0.618 -1.913
H 2.547 -1.550 -0.943
H 1.847 -0.352 -3.469
H 2.158 1.296 -2.602
H 0.677 0.248 -2.041
C 4.733 -2.017 5.438
N 3.251 -2.109 5.537
O 2.600 -1.102 5.235
O 2.783 -3.190 5.915
H 5.003 -1.016 5.095
H 5.142 -2.208 6.432
H 5.063 -2.772 4.721
C 6.552 -5.612 5.801
N 7.219 -4.407 6.363
O 8.454 -4.422 6.427
O 6.485 -3.480 6.724
H 7.315 -6.343 5.527
H 5.893 -6.014 6.573
H 5.987 -5.296 4.921
C -1.103 3.407 -3.841
N 0.361 3.600 -3.659
O 1.109 3.093 -4.503
O 0.718 4.256 -2.673
H -1.271 2.815 -4.744
H -1.479 2.882 -2.961
H -1.557 4.395 -3.939
C 1.224 6.604 -5.893
N -0.258 6.512 -5.794
O -0.909 7.519 -6.096
O -0.726 5.431 -5.416
H 1.493 7.605 -6.236
H 1.633 6.413 -4.899
H 1.554 5.849 -6.610
C -3.534 2.261 2.308
N -3.546 1.360 1.124
O -2.558 0.636 0.954
O -4.547 1.403 0.400
H -2.598 2.118 2.851
H -3.614 3.287 1.941
H -4.388 1.995 2.934
C -3.372 -3.283 -0.664
N -2.705 -4.562 -1.026
O -3.349 -5.361 -1.717
O -1.554 -4.729 -0.607
H -4.375 -3.272 -1.097
H -3.423 -3.235 0.426
H -2.768 -2.469 -1.070
C -3.549 8.727 -7.116
N -5.030 8.635 -7.017
O -5.681 9.642 -7.319
O -5.498 7.555 -6.639
H -3.279 9.728 -7.458
H -3.140 8.537 -6.121
H -3.219 7.972 -7.832
C -6.983 5.819 -4.512
N -6.219 5.465 -3.286
O -6.416 6.153 -2.278
O -5.443 4.506 -3.370
H -7.623 6.677 -4.294
H -6.260 6.067 -5.292
H -7.584 4.950 -4.789
C 8.437 -1.028 7.953
N 8.598 0.444 7.810
O 9.678 0.855 7.369
O 7.637 1.146 8.145
H 9.356 -1.517 7.623
H 8.245 -1.238 9.007
H 7.594 -1.329 7.328
C 6.280 -2.835 -1.691
N 5.699 -3.058 -0.339
O 6.454 -3.499 0.535
O 4.502 -2.783 -0.194
H 7.334 -3.117 -1.673
H 5.725 -3.458 -2.395
H 6.169 -1.774 -1.926
C -6.013 1.301 -3.547
N -6.092 0.190 -4.533
O -5.251 -0.712 -4.438
O -6.996 0.254 -5.375
H -5.175 1.115 -2.871
H -5.859 2.227 -4.105
H -6.956 1.321 -2.996
C -6.120 -6.502 -0.067
N -6.701 -6.725 1.284
O -5.946 -7.167 2.158
O -7.897 -6.450 1.429
H -5.065 -6.785 -0.050
H -6.675 -7.126 -0.771
H -6.231 -5.442 -0.303
C -6.262 -2.555 3.578
N -6.101 -1.083 3.435
O -5.021 -0.672 2.994
O -7.062 -0.381 3.770
H -5.344 -3.045 3.248
H -6.454 -2.765 4.632
H -7.106 -2.856 2.953
C -5.496 -1.710 -7.297
N -4.943 -2.615 -8.340
O -4.533 -2.092 -9.384
O -4.936 -3.824 -8.083
H -5.440 -0.680 -7.657
H -6.534 -2.002 -7.124
H -4.892 -1.837 -6.396
C 11.462 1.963 5.196
N 12.777 2.471 4.719
O 12.874 3.687 4.517
O 13.674 1.635 4.562
H 10.771 2.803 5.289
H 11.099 1.245 4.457
H 11.624 1.487 6.165
*
```

Atom charges from the Löwdin analysis, given in e for atoms 1 to 2: -0.148, -0.240

| no. | total energy (eV) | LUMO level (eV) | E_HOMO (eV) |
| --- | --- | --- | --- |
| 1 | -54914.3451 | 0.4 | -9.1175 |
| 2 | -116950.3906 | -0.8 | -8.6534 |